Entry 1:
Computed, not measured: a single C4H7N3 molecule, with the ωB97M-V functional and the def2-TZVPD basis.

Computed properties:
energy above the lowest of the compared OMol25 structures with the same formula, charge and spin: 86.4 kcal per mole
E_LUMO (alpha / beta): 1.0 / 0.8 eV
E_HOMO (alpha / beta): -6.4 / -5.8 eV
orbital gap (alpha / beta): 7.4 / 6.6 eV
charge: 0

Each line ends with the natural charge from an NBO analysis.
Cartesian coordinates (Å):
1 C -0.93033 -0.95481 -1.84492  -0.4373
2 N 0.32018 -0.56111 -1.42925  -0.4695
3 C 0.51217 0.10691 -0.30753  0.2842
4 N 1.71775 0.32974 0.29061  -0.3303
5 N 1.35394 0.63679 1.52948  -0.2732
6 C 0.05797 0.66399 1.81886  -0.0910
7 C -0.66549 0.31262 0.57944  -0.5299
8 H -1.23529 -0.66954 0.49009  0.2309
9 H -1.71747 -0.21585 -1.73412  0.1764
10 H -0.93816 -1.55260 -2.74774  0.1838
11 H 1.14280 -0.94635 -1.87903  0.4101
12 H 2.09625 0.83324 2.18742  0.4094
13 H -0.30185 0.95763 2.79322  0.2117
14 H -1.41247 1.05934 0.25347  0.2247

Entry 2:
Computed, not measured: a single C4H7N3 molecule, with the ωB97M-V functional and the def2-TZVPD basis.

Computed properties:
energy above the lowest of the compared OMol25 structures with the same formula, charge and spin: 37.9 kcal per mole
E_LUMO: 0.9 eV
E_HOMO: -9.3 eV
orbital gap: 10.1 eV
charge: 0

Each line ends with the natural charge from an NBO analysis.
Cartesian coordinates (Å):
1 C -0.12629 -0.93512 -1.26022  -0.6004
2 C 1.02291 -0.91928 -0.22053  -0.4217
3 C 0.47312 -0.05654 0.87137  0.0514
4 C 0.31355 1.27088 0.60390  -0.0803
5 N -0.91099 1.56959 1.08782  -0.3604
6 N -1.45780 0.49519 1.69366  -0.0532
7 N -0.61357 -0.47443 1.59747  -0.2340
8 H 0.01957 -1.68095 -2.04242  0.2109
9 H -1.07846 -1.14263 -0.75766  0.2183
10 H -0.24167 0.04819 -1.73992  0.1963
11 H 1.27091 -1.92976 0.10278  0.2227
12 H 1.90552 -0.44203 -0.66033  0.2099
13 H 0.94702 1.93116 0.03253  0.2257
14 H -1.52382 2.26573 0.69156  0.4148